DFT (ωB97M-V/def2-TZVPD) results for a 3-piece molecular cluster, C4H15NO3 overall.

Structure (XYZ):
```
23
Properties=species:S:1:pos:R:3:forces:R:3
C -0.0971 1.6082 -1.5483 0.527 0.181 -0.158
C 0.0315 1.0121 -0.1377 -0.878 -0.729 -0.374
N 1.0119 -0.0755 -0.0957 -0.040 0.655 1.084
C -1.3570 0.4980 0.3155 -0.822 0.936 -0.908
C -1.4903 -0.6547 1.2722 0.690 0.536 1.328
O -1.3168 -0.2687 2.6407 -0.350 0.215 0.043
H -0.3080 2.6753 -1.5016 -0.112 0.053 -0.128
H -0.8354 1.1185 -2.1794 -0.312 -0.101 0.248
H 0.8278 1.4642 -2.1171 0.142 0.308 0.248
H 0.3049 1.8017 0.5638 0.414 -0.008 -0.034
H 1.7743 0.1207 -0.7156 0.154 -0.385 -0.347
H 0.5994 -0.9850 -0.2163 0.158 -0.066 -0.465
H -1.9459 1.3498 0.6901 0.463 -0.086 0.670
H -2.0109 0.3579 -0.5595 0.603 -0.833 -0.203
H -2.4994 -0.9944 1.2224 -0.754 -0.476 -0.107
H -0.8249 -1.5105 1.1364 0.012 0.033 -0.665
H -0.5688 0.3335 2.7367 0.266 -0.272 -0.090
O 0.8980 -2.3256 -3.1114 0.154 -0.022 -0.001
H 0.6485 -3.2552 -3.0849 0.005 0.040 -0.015
H 1.7934 -2.3205 -3.4714 -0.160 -0.009 0.047
O 1.6352 0.3250 2.9200 0.135 0.081 -0.055
H 1.9597 -0.5072 3.2778 -0.095 0.029 0.092
H 1.7699 0.2324 1.9636 -0.198 -0.080 -0.209
```
Positions in Å, forces in eV/Å.

Computed properties:
E_tot: -441.8539 Eh
structure (SMILES): C[C@H](N)CCO.O.O